[1]
Computed, not measured: 2 unconnected molecules or ions with the total composition C4H10N2 in a non-equilibrium geometry, with ωB97M-V/def2-TZVPD.

Summary:
SMILES string: C=CN.C=NC
DFT total energy, eV: -7288.1037
Orbital gap, eV: 9.528
Lowest unoccupied orbital energy, hartree: 0.0319
Highest occupied orbital energy, hartree: -0.3183
Spin multiplicity: 1
Largest force on an atom, eV Å⁻¹: 1.637

CARTESIAN COORDINATES (ANGSTROEM)
C -3.227 1.570 -0.578
C -2.149 0.781 -0.475
N -1.868 -0.006 0.656
H -4.183 1.335 -0.119
H -3.241 2.525 -1.092
H -1.315 0.836 -1.173
H -2.726 -0.121 1.191
H -1.574 -0.945 0.393
C 2.722 -0.562 -1.003
C 1.861 -0.830 1.146
N 2.853 -0.963 0.386
H 1.673 -0.624 -1.310
H 3.020 0.469 -1.219
H 3.328 -1.246 -1.596
H 1.762 -1.347 2.099
H 1.001 -0.179 0.952

Charge distribution, Mulliken scheme, values in e: atom 1 (C): -0.795, atom 2 (C): 0.095, atom 3 (N): -0.464, atom 4 (H): 0.218, atom 5 (H): 0.216, atom 6 (H): 0.263, atom 7 (H): 0.246, atom 8 (H): 0.228, atom 9 (C): -0.665, atom 10 (C): -0.154, atom 11 (N): -0.447, atom 12 (H): 0.239, atom 13 (H): 0.275, atom 14 (H): 0.275, atom 15 (H): 0.257, atom 16 (H): 0.213


[2]
Computed, not measured: a single C5H14N2S molecule in a non-equilibrium geometry, with ωB97M-V/def2-TZVPD.

Summary:
SMILES string: CCNC[C@H](N)CS
DFT total energy, eV: -19226.5934
Orbital gap, eV: 9.416
Lowest unoccupied orbital energy, hartree: 0.0334
Highest occupied orbital energy, hartree: -0.3126
Spin multiplicity: 1
Largest force on an atom, eV Å⁻¹: 1.991

CARTESIAN COORDINATES (ANGSTROEM)
N -1.538 0.600 1.912
C -0.926 0.849 0.597
C -1.995 1.068 -0.483
S -2.523 2.780 -0.683
C 0.011 -0.291 0.189
N 1.277 0.231 -0.402
C 1.986 -0.828 -1.115
C 2.307 -2.113 -0.353
H -2.473 0.201 1.785
H -1.635 1.399 2.516
H -0.172 1.671 0.637
H -1.502 0.885 -1.490
H -2.852 0.377 -0.356
H -3.365 2.922 0.375
H 0.369 -0.860 1.063
H -0.434 -1.028 -0.491
H 1.829 0.808 0.212
H 1.438 -0.904 -2.057
H 3.005 -0.454 -1.336
H 1.489 -2.850 -0.268
H 2.660 -1.756 0.620
H 3.043 -2.707 -0.872

Charge distribution, Mulliken scheme, values in e: atom 1 (N): -0.641, atom 2 (C): 0.346, atom 3 (C): -0.841, atom 4 (S): -0.243, atom 5 (C): -0.967, atom 6 (N): -0.372, atom 7 (C): -0.475, atom 8 (C): -1.055, atom 9 (H): 0.247, atom 10 (H): 0.258, atom 11 (H): 0.330, atom 12 (H): 0.286, atom 13 (H): 0.411, atom 14 (H): 0.107, atom 15 (H): 0.338, atom 16 (H): 0.434, atom 17 (H): 0.246, atom 18 (H): 0.303, atom 19 (H): 0.352, atom 20 (H): 0.272, atom 21 (H): 0.273, atom 22 (H): 0.391


[3]
Computed, not measured: a gas-phase ion, C11H15N4 (charge +1) in a non-equilibrium geometry, with ωB97M-V/def2-TZVPD.

Summary:
Charge: +1
Expectation value of S²: 2.03
DFT total energy, eV: -17596.3636
Orbital gap (alpha / beta), eV: 5.114 / 5.055
Lowest unoccupied orbital energy (alpha / beta), hartree: -0.1246 / -0.2379
Highest occupied orbital energy (alpha / beta), hartree: -0.3126 / -0.4236
Spin multiplicity: 3
Largest force on an atom, eV Å⁻¹: 5.854

CARTESIAN COORDINATES (ANGSTROEM)
C 0.450 -2.275 -0.644
C 2.371 -2.343 0.734
C 0.581 -3.589 -0.839
C 2.476 -3.703 0.569
C 1.373 -1.644 0.161
C 1.189 -0.219 0.211
C 0.219 2.451 -0.370
C 1.718 2.050 -0.088
C -2.905 0.853 -0.140
C -0.815 0.281 0.401
C -0.786 1.818 0.664
N 1.505 -4.313 -0.213
N 1.993 0.722 0.172
N -1.848 0.065 -0.599
N -2.192 2.279 0.217
H -0.353 -1.735 -1.078
H 2.948 -1.785 1.396
H -0.183 -4.114 -1.304
H 3.164 -4.380 1.123
H 0.125 3.562 -0.618
H -0.130 2.108 -1.393
H 2.218 2.253 -0.979
H 2.085 2.577 0.744
H -3.750 1.107 -0.883
H -3.125 0.411 0.895
H -1.077 -0.197 1.314
H -0.666 2.093 1.684
H -1.638 0.006 -1.546
H -2.164 2.941 -0.528
H -2.785 2.719 0.937

Charge distribution, Mulliken scheme, values in e: atom 1 (C): -0.220, atom 2 (C): -0.543, atom 3 (C): -0.534, atom 4 (C): -0.365, atom 5 (C): 0.810, atom 6 (C): 0.116, atom 7 (C): -0.795, atom 8 (C): -0.931, atom 9 (C): -0.620, atom 10 (C): -0.512, atom 11 (C): 0.051, atom 12 (N): -0.612, atom 13 (N): -0.249, atom 14 (N): -0.118, atom 15 (N): -0.173, atom 16 (H): 0.401, atom 17 (H): 0.468, atom 18 (H): 0.434, atom 19 (H): 0.352, atom 20 (H): 0.376, atom 21 (H): 0.397, atom 22 (H): 0.474, atom 23 (H): 0.414, atom 24 (H): 0.378, atom 25 (H): 0.401, atom 26 (H): 0.272, atom 27 (H): 0.345, atom 28 (H): 0.290, atom 29 (H): 0.337, atom 30 (H): 0.353


Repeat the third record exactly.
Computed, not measured: a gas-phase ion, C11H15N4 (charge +1) in a non-equilibrium geometry, with ωB97M-V/def2-TZVPD.

Summary:
Charge: +1
Expectation value of S²: 2.03
DFT total energy, eV: -17596.3636
Orbital gap (alpha / beta), eV: 5.114 / 5.055
Lowest unoccupied orbital energy (alpha / beta), hartree: -0.1246 / -0.2379
Highest occupied orbital energy (alpha / beta), hartree: -0.3126 / -0.4236
Spin multiplicity: 3
Largest force on an atom, eV Å⁻¹: 5.854

CARTESIAN COORDINATES (ANGSTROEM)
C 0.450 -2.275 -0.644
C 2.371 -2.343 0.734
C 0.581 -3.589 -0.839
C 2.476 -3.703 0.569
C 1.373 -1.644 0.161
C 1.189 -0.219 0.211
C 0.219 2.451 -0.370
C 1.718 2.050 -0.088
C -2.905 0.853 -0.140
C -0.815 0.281 0.401
C -0.786 1.818 0.664
N 1.505 -4.313 -0.213
N 1.993 0.722 0.172
N -1.848 0.065 -0.599
N -2.192 2.279 0.217
H -0.353 -1.735 -1.078
H 2.948 -1.785 1.396
H -0.183 -4.114 -1.304
H 3.164 -4.380 1.123
H 0.125 3.562 -0.618
H -0.130 2.108 -1.393
H 2.218 2.253 -0.979
H 2.085 2.577 0.744
H -3.750 1.107 -0.883
H -3.125 0.411 0.895
H -1.077 -0.197 1.314
H -0.666 2.093 1.684
H -1.638 0.006 -1.546
H -2.164 2.941 -0.528
H -2.785 2.719 0.937

Charge distribution, Mulliken scheme, values in e: atom 1 (C): -0.220, atom 2 (C): -0.543, atom 3 (C): -0.534, atom 4 (C): -0.365, atom 5 (C): 0.810, atom 6 (C): 0.116, atom 7 (C): -0.795, atom 8 (C): -0.931, atom 9 (C): -0.620, atom 10 (C): -0.512, atom 11 (C): 0.051, atom 12 (N): -0.612, atom 13 (N): -0.249, atom 14 (N): -0.118, atom 15 (N): -0.173, atom 16 (H): 0.401, atom 17 (H): 0.468, atom 18 (H): 0.434, atom 19 (H): 0.352, atom 20 (H): 0.376, atom 21 (H): 0.397, atom 22 (H): 0.474, atom 23 (H): 0.414, atom 24 (H): 0.378, atom 25 (H): 0.401, atom 26 (H): 0.272, atom 27 (H): 0.345, atom 28 (H): 0.290, atom 29 (H): 0.337, atom 30 (H): 0.353